1.
The following is a DFT calculation (ωB97M-V/def2-TZVPD) of C58H62BHfN5O3P2Si as an isolated structure.

As for the total charge: +2. The value obtained for the total energy is -3791.691494 Ha. For the LUMO energy, the calculation gives -5.588 eV. The calculation puts the frontier orbital gap at 6.8 eV. The HOMO energy comes out at -12.37 eV.

Positions of all 133 atoms, in Å:
Hf (-1.102, -0.709, 0.669)
C (1.432, 3.014, 2.604)
N (0.659, 1.865, 2.111)
P (1.360, 0.292, 2.129)
C (2.156, 0.035, 3.766)
C (1.714, -1.020, 4.564)
C (2.337, -1.305, 5.770)
C (3.401, -0.528, 6.198)
C (3.857, 0.519, 5.406)
C (3.254, 0.788, 4.190)
C (2.949, 0.556, 1.230)
C (3.256, 1.662, 0.447)
C (4.528, 1.812, -0.093)
C (5.497, 0.846, 0.125)
C (5.193, -0.276, 0.885)
C (3.931, -0.420, 1.433)
P (-1.073, 1.944, 2.136)
C (-1.574, 2.775, 3.697)
C (-1.084, 4.020, 4.095)
C (-1.572, 4.627, 5.238)
C (-2.591, 4.037, 5.974)
C (-3.138, 2.840, 5.544)
C (-2.627, 2.213, 4.418)
C (-1.388, 3.348, 1.000)
C (-2.562, 4.086, 1.161)
C (-2.791, 5.217, 0.395)
C (-1.856, 5.619, -0.550)
C (-0.717, 4.856, -0.757)
C (-0.488, 3.721, 0.008)
H (2.477, 2.893, 2.344)
H (1.360, 3.117, 3.687)
H (1.072, 3.924, 2.126)
H (0.892, -1.640, 4.230)
H (1.995, -2.135, 6.374)
H (3.890, -0.747, 7.138)
H (4.698, 1.118, 5.727)
H (3.673, 1.565, 3.567)
H (2.512, 2.430, 0.271)
H (4.761, 2.689, -0.683)
H (6.490, 0.976, -0.285)
H (5.950, -1.028, 1.071)
H (3.710, -1.283, 2.053)
H (-0.350, 4.548, 3.504)
H (-1.166, 5.584, 5.540)
H (-2.970, 4.525, 6.862)
H (-3.970, 2.398, 6.076)
H (-3.083, 1.297, 4.073)
H (-3.291, 3.788, 1.903)
H (-3.692, 5.794, 0.554)
H (-2.021, 6.519, -1.127)
H (0.006, 5.155, -1.505)
H (0.413, 3.136, -0.152)
C (-3.562, -2.810, 4.212)
Si (-1.827, -2.582, 3.506)
C (-0.607, -3.914, 4.038)
C (-1.338, -0.899, 4.208)
N (-1.729, -2.403, 1.741)
C (-1.961, -3.591, 1.011)
C (-2.604, -4.712, 1.554)
C (-2.693, -5.920, 0.891)
C (-2.112, -6.069, -0.358)
C (-1.548, -4.961, -0.959)
C (-1.536, -3.737, -0.308)
O (-1.113, -2.571, -1.008)
C (-1.517, -2.633, -2.368)
C (-0.556, -2.555, -3.354)
C (-0.934, -2.710, -4.682)
C (-2.258, -2.951, -5.010)
C (-3.215, -3.020, -4.004)
C (-2.848, -2.854, -2.681)
H (-3.572, -2.485, 5.255)
H (-3.924, -3.838, 4.198)
H (-4.287, -2.199, 3.668)
H (-0.570, -3.993, 5.127)
H (0.404, -3.699, 3.683)
H (-0.883, -4.893, 3.648)
H (-0.921, -1.015, 5.210)
H (-2.240, -0.307, 4.324)
H (-0.618, -0.329, 3.624)
H (-3.063, -4.624, 2.528)
H (-3.207, -6.747, 1.361)
H (-2.132, -7.018, -0.875)
H (-1.142, -5.031, -1.959)
H (0.484, -2.411, -3.091)
H (-0.183, -2.665, -5.460)
H (-2.551, -3.080, -6.043)
H (-4.251, -3.215, -4.248)
H (-3.580, -2.922, -1.885)
C (-3.191, 0.363, -4.132)
C (-2.731, 1.083, -2.882)
C (-1.666, 2.110, -3.259)
O (-2.081, 0.134, -1.975)
B (-2.492, 0.389, -0.683)
O (-3.442, 1.361, -0.642)
C (-3.886, 1.655, -1.997)
C (-5.210, 0.921, -2.183)
C (-4.109, 3.147, -2.147)
H (-2.326, -0.063, -4.640)
H (-3.680, 1.065, -4.809)
H (-3.880, -0.445, -3.907)
H (-0.825, 1.577, -3.705)
H (-1.323, 2.649, -2.375)
H (-2.049, 2.827, -3.984)
H (-5.087, -0.154, -2.037)
H (-5.621, 1.109, -3.173)
H (-5.917, 1.286, -1.439)
H (-3.218, 3.720, -1.910)
H (-4.905, 3.459, -1.471)
H (-4.421, 3.366, -3.169)
N (4.627, -1.905, -3.994)
C (5.452, -1.496, -5.010)
C (6.512, -2.111, -5.672)
C (7.124, -1.375, -6.661)
C (6.705, -0.071, -6.990)
C (5.654, 0.534, -6.344)
C (5.009, -0.194, -5.337)
N (3.949, 0.147, -4.543)
C (3.740, -0.882, -3.758)
C (2.717, -0.887, -2.739)
C (2.559, -1.910, -1.795)
C (1.589, -1.794, -0.833)
N (0.765, -0.740, -0.750)
C (0.899, 0.236, -1.667)
C (1.844, 0.205, -2.656)
H (4.651, -2.802, -3.543)
H (6.833, -3.114, -5.426)
H (7.952, -1.809, -7.206)
H (7.225, 0.461, -7.775)
H (5.325, 1.535, -6.588)
H (3.197, -2.783, -1.794)
H (1.454, -2.570, -0.087)
H (0.202, 1.060, -1.585)
H (1.952, 1.010, -3.369)

These are the Mulliken partial charges, in e, on atoms 1 to 4: 1.7779, -1.8178, 1.0743, -0.1502

***

2.
The following is a DFT calculation (ωB97M-V/def2-TZVPD) of a 7-piece molecular cluster, C58H66N8O22PS overall.

As for the total charge: -1. The value obtained for the total energy is -5081.389764 Ha. For the LUMO energy, the calculation gives -0.069 eV. The calculation puts the frontier orbital gap at 4.4 eV. The HOMO energy comes out at -4.45 eV.

Positions of all 156 atoms, in Å:
C (5.258, -2.662, 1.026)
C (3.713, -2.805, 0.499)
N (2.874, -3.642, 1.244)
C (3.105, -2.068, -0.874)
C (2.330, -0.641, -0.474)
O (2.443, -0.535, 0.991)
C (3.012, 0.751, 1.419)
C (4.574, 1.004, 0.998)
O (5.183, 2.224, 1.559)
C (4.353, 3.417, 1.339)
C (3.970, 4.294, 2.711)
C (3.005, 5.612, 2.553)
C (2.407, 6.078, 1.068)
C (2.784, 5.231, -0.313)
C (3.754, 3.905, -0.135)
C (2.976, 0.726, 3.091)
O (3.781, -0.095, 3.786)
O (1.994, 1.601, 3.801)
C (0.731, -0.648, -0.992)
C (0.185, 0.838, -0.597)
O (-1.085, 1.252, -1.199)
C (-1.398, 2.629, -0.729)
O (-2.866, 2.852, -0.566)
C (-3.380, 2.129, 0.612)
C (-3.496, 3.065, 1.973)
O (-2.199, 3.550, 2.478)
O (0.141, -1.779, -0.286)
C (-1.305, -1.769, -0.172)
S (-2.271, -2.062, -1.751)
C (-1.688, -3.066, 0.820)
C (-2.171, -2.422, 2.286)
C (-3.696, -1.744, 2.192)
N (-4.621, -2.377, 3.212)
P (0.919, -0.930, -2.911)
O (0.631, -2.601, -3.322)
O (-0.200, 0.034, -3.819)
H (5.898, -1.952, 0.330)
H (5.704, -3.755, 1.085)
H (5.228, -2.272, 2.150)
H (1.939, -3.642, 0.743)
H (4.039, -1.792, -1.528)
H (2.389, -2.861, -1.352)
H (2.872, 0.205, -1.076)
H (2.262, 1.590, 1.103)
H (4.735, 0.910, -0.179)
H (5.194, 0.093, 1.456)
H (4.402, 3.912, 3.757)
H (2.657, 6.269, 3.463)
H (1.692, 7.018, 1.024)
H (2.312, 5.594, -1.320)
H (3.991, 3.290, -1.125)
H (0.122, 0.951, 0.589)
H (1.026, 1.615, -0.934)
H (-1.045, 3.454, -1.513)
H (-0.874, 2.907, 0.283)
H (-2.694, 1.212, 0.910)
H (-4.474, 1.769, 0.352)
H (-4.181, 3.996, 1.776)
H (-3.960, 2.380, 2.821)
H (-1.980, 4.388, 1.959)
H (-1.790, -0.848, 0.362)
H (-3.410, -1.223, -1.666)
H (-0.710, -3.695, 1.087)
H (-2.510, -3.736, 0.324)
H (-2.086, -3.184, 3.170)
H (-1.457, -1.500, 2.540)
H (-3.628, -0.563, 2.349)
H (-4.055, -1.880, 1.070)
H (-4.265, -3.370, 3.309)
H (-4.442, -1.833, 4.106)
H (0.167, -2.549, -4.231)
H (-1.078, -0.421, -3.978)
C (5.129, -2.693, -7.405)
C (4.576, -2.663, -6.123)
C (3.224, -2.360, -5.951)
C (2.430, -2.092, -7.075)
C (2.984, -2.114, -8.362)
C (4.338, -2.416, -8.521)
N (1.002, -1.798, -6.903)
O (0.554, -1.770, -5.747)
O (0.327, -1.600, -7.923)
H (6.182, -2.935, -7.534)
H (5.199, -2.879, -5.258)
H (2.808, -2.341, -4.946)
H (2.381, -1.903, -9.242)
H (4.777, -2.438, -9.516)
C (8.409, -3.434, -13.176)
C (7.597, -2.660, -12.346)
C (7.786, -2.683, -10.963)
C (8.800, -3.484, -10.419)
C (9.611, -4.269, -11.250)
C (9.411, -4.240, -12.631)
N (9.020, -3.493, -8.968)
O (8.269, -2.801, -8.266)
O (9.947, -4.189, -8.529)
H (8.262, -3.409, -14.254)
H (6.818, -2.035, -12.778)
H (7.145, -2.073, -10.329)
H (10.398, -4.899, -10.841)
H (10.038, -4.842, -13.285)
C (-9.399, -5.974, 1.125)
C (-8.770, -7.054, 1.747)
C (-7.394, -7.022, 1.982)
C (-6.655, -5.896, 1.593)
C (-7.283, -4.814, 0.962)
C (-8.659, -4.859, 0.730)
N (-5.213, -5.845, 1.861)
O (-4.691, -6.831, 2.404)
O (-4.601, -4.819, 1.532)
H (-10.473, -6.002, 0.949)
H (-9.353, -7.921, 2.050)
H (-6.919, -7.872, 2.467)
H (-6.721, -3.936, 0.651)
H (-9.156, -4.022, 0.243)
C (-2.620, 10.576, -1.761)
C (-1.438, 10.588, -2.504)
C (-0.519, 9.545, -2.373)
C (-0.797, 8.488, -1.494)
C (-1.979, 8.479, -0.742)
C (-2.889, 9.529, -0.879)
N (0.153, 7.377, -1.371)
O (1.196, 7.431, -2.039)
O (-0.144, 6.445, -0.609)
H (-3.336, 11.389, -1.871)
H (-1.234, 11.409, -3.188)
H (0.397, 9.568, -2.959)
H (-2.205, 7.668, -0.052)
H (-3.811, 9.528, -0.302)
C (-1.024, 2.615, 7.155)
C (-1.576, 2.645, 8.437)
C (-2.928, 2.948, 8.608)
C (-3.722, 3.216, 7.485)
C (-3.168, 3.194, 6.198)
C (-1.814, 2.893, 6.039)
N (-5.150, 3.510, 7.657)
O (-5.599, 3.539, 8.813)
O (-5.826, 3.709, 6.637)
H (0.030, 2.373, 7.026)
H (-0.953, 2.429, 9.302)
H (-3.344, 2.967, 9.614)
H (-3.772, 3.405, 5.318)
H (-1.375, 2.870, 5.044)
C (-2.072, -3.359, 9.397)
C (-3.308, -3.943, 9.113)
C (-4.121, -3.408, 8.112)
C (-3.682, -2.286, 7.395)
C (-2.446, -1.694, 7.683)
C (-1.642, -2.236, 8.688)
N (-4.521, -1.734, 6.325)
O (-5.617, -2.275, 6.113)
O (-4.084, -0.763, 5.691)
H (-1.439, -3.783, 10.175)
H (-3.636, -4.817, 9.671)
H (-5.081, -3.874, 7.903)
H (-2.095, -0.820, 7.138)
H (-0.679, -1.785, 8.917)

These are the Mulliken partial charges, in e, on atoms 1 to 4: -1.0275, 0.5746, -0.8091, -0.6193

***

3.
The following is a DFT calculation (ωB97M-V/def2-TZVPD) of a 9-piece molecular cluster, C58H69FN15O5S3 overall.

As for the total charge: +1. The value obtained for the total energy is -4742.974039 Ha. For the LUMO energy, the calculation gives -3.722 eV. The calculation puts the frontier orbital gap at 6.7 eV. The HOMO energy comes out at -10.42 eV.

Positions of all 151 atoms, in Å:
C (-4.249, 1.211, 1.920)
C (-3.228, 0.010, 1.762)
C (-3.893, -0.995, 0.775)
C (-1.894, 0.634, 1.244)
C (-1.290, 1.444, 2.468)
C (-0.812, -0.417, 0.838)
O (-0.206, -0.151, -0.487)
N (-0.504, -1.210, -1.293)
S (-2.004, -1.173, -2.181)
C (0.286, -2.271, -1.442)
N (-0.135, -3.311, -2.250)
C (0.867, -4.207, -2.122)
N (0.795, -5.418, -2.770)
C (-0.049, -5.363, -3.697)
O (-0.763, -5.297, -4.591)
N (1.840, -3.713, -1.308)
S (3.236, -4.579, -0.905)
O (3.275, -5.837, -1.542)
O (3.259, -4.689, 0.505)
F (4.492, -3.721, -1.318)
N (1.499, -2.450, -0.864)
C (2.299, -1.575, 0.017)
C (2.748, -0.323, -0.854)
C (4.259, -0.329, -1.211)
C (4.537, 0.891, -2.184)
C (5.187, 0.465, -3.535)
C (4.647, 1.281, -4.769)
C (3.246, 0.777, -5.224)
S (2.895, 0.910, -7.021)
C (4.277, 1.670, -7.832)
N (4.401, 2.883, -8.302)
N (5.643, 2.925, -8.865)
C (6.220, 1.783, -8.722)
O (5.388, 0.925, -8.062)
H (-4.214, 1.660, 2.928)
H (-3.987, 1.960, 1.142)
H (-5.277, 0.877, 1.672)
H (-3.076, -0.491, 2.737)
H (-4.086, -0.493, -0.195)
H (-3.339, -1.946, 0.639)
H (-4.891, -1.257, 1.184)
H (-2.048, 1.337, 0.397)
H (-0.199, 1.591, 2.387)
H (-1.480, 0.808, 3.360)
H (-1.858, 2.379, 2.611)
H (-1.289, -1.418, 0.865)
H (0.001, -0.467, 1.594)
H (-1.652, -1.190, -3.501)
H (1.702, -1.197, 0.867)
H (3.222, -2.071, 0.373)
H (2.198, -0.373, -1.819)
H (2.513, 0.638, -0.365)
H (4.905, -0.233, -0.316)
H (4.585, -1.226, -1.775)
H (5.180, 1.645, -1.685)
H (3.574, 1.392, -2.414)
H (5.023, -0.611, -3.765)
H (6.281, 0.655, -3.524)
H (4.537, 2.344, -4.470)
H (5.435, 1.224, -5.538)
H (3.119, -0.277, -4.910)
H (2.462, 1.368, -4.706)
H (7.201, 1.441, -9.056)
N (-4.444, 2.846, 5.140)
C (-5.475, 3.080, 5.957)
C (-5.605, 4.225, 6.727)
C (-4.608, 5.183, 6.650)
C (-3.528, 4.962, 5.812)
C (-3.496, 3.785, 5.082)
H (-6.228, 2.301, 5.986)
H (-6.464, 4.363, 7.371)
H (-4.672, 6.091, 7.237)
H (-2.730, 5.688, 5.726)
H (-2.671, 3.571, 4.409)
N (0.000, -3.250, 3.239)
C (1.033, -4.029, 2.903)
C (1.534, -5.039, 3.706)
C (0.932, -5.254, 4.936)
C (-0.139, -4.458, 5.308)
C (-0.565, -3.477, 4.427)
H (1.472, -3.820, 1.934)
H (2.372, -5.639, 3.379)
H (1.293, -6.033, 5.596)
H (-0.635, -4.596, 6.260)
H (-1.402, -2.832, 4.673)
N (4.556, -1.372, -12.154)
C (4.973, -1.029, -10.934)
C (5.485, -1.928, -10.012)
C (5.565, -3.263, -10.372)
C (5.137, -3.644, -11.633)
C (4.645, -2.663, -12.482)
H (4.887, 0.027, -10.696)
H (5.810, -1.592, -9.036)
H (5.959, -3.997, -9.679)
H (5.184, -4.677, -11.952)
H (4.301, -2.912, -13.480)
N (-7.099, 6.114, 10.016)
C (-8.019, 6.581, 9.162)
C (-9.387, 6.454, 9.352)
C (-9.831, 5.803, 10.490)
C (-8.899, 5.310, 11.388)
C (-7.554, 5.492, 11.106)
H (-7.623, 7.081, 8.283)
H (-10.082, 6.852, 8.633)
H (-10.891, 5.684, 10.673)
H (-9.208, 4.795, 12.288)
H (-6.790, 5.126, 11.783)
N (-1.921, 8.543, 5.244)
C (-2.380, 9.376, 4.308)
C (-1.623, 9.826, 3.237)
C (-0.314, 9.390, 3.130)
C (0.185, 8.526, 4.091)
C (-0.656, 8.134, 5.120)
H (-3.409, 9.693, 4.434)
H (-2.050, 10.501, 2.506)
H (0.311, 9.720, 2.309)
H (1.204, 8.164, 4.043)
H (-0.311, 7.456, 5.894)
N (7.313, -9.428, -2.895)
C (6.633, -9.290, -4.034)
C (5.618, -8.363, -4.219)
C (5.288, -7.534, -3.159)
C (5.980, -7.662, -1.966)
C (6.980, -8.620, -1.888)
H (6.925, -9.963, -4.834)
H (5.101, -8.293, -5.167)
H (4.503, -6.799, -3.262)
H (5.752, -7.034, -1.115)
H (7.552, -8.755, -0.977)
N (7.805, -5.199, -8.814)
C (8.869, -5.905, -9.204)
C (9.388, -6.976, -8.492)
C (8.773, -7.333, -7.304)
C (7.669, -6.614, -6.878)
C (7.228, -5.563, -7.667)
H (9.319, -5.586, -10.138)
H (10.252, -7.513, -8.859)
H (9.149, -8.163, -6.718)
H (7.162, -6.862, -5.955)
H (6.364, -4.973, -7.375)
N (-12.147, 5.943, 8.380)
C (-12.743, 6.631, 7.403)
C (-13.766, 6.127, 6.616)
C (-14.194, 4.831, 6.851)
C (-13.590, 4.097, 7.858)
C (-12.578, 4.697, 8.589)
H (-12.372, 7.640, 7.253)
H (-14.214, 6.732, 5.840)
H (-14.990, 4.399, 6.257)
H (-13.896, 3.081, 8.071)
H (-12.077, 4.161, 9.390)

These are the Mulliken partial charges, in e, on atoms 1 to 4: -1.2197, 0.6710, -1.6211, 0.5098

***

Which of these has the highest frontier orbital gap? C58H62BHfN5O3P2Si

***

Which value of HOMO energy does entry 2 give? -4.45 eV

***

Look up the total charge of the first one. +2